(1)
{"formula": "C23H35ClN5O2RuSb2", "method": "wB97M-V/def2-TZVPD", "fmax_ev_per_a": 0.31, "charge": 2, "de_lowest_kj_mol": 9.7, "homo_energy_ev": [-11.9, -12.7], "homo_lumo_gap_ev": [6.2, 4.7], "lumo_energy_ev": [-5.688, -8.062], "multiplicity": 6, "energy_ha": -2356.68624, "species": ["Ru", "Cl", "C", "C", "C", "C", "O", "C", "C", "O", "C", "H", "H", "H", "H", "C", "Sb", "C", "C", "C", "C", "C", "C", "C", "C", "C", "Sb", "C", "C", "H", "H", "H", "H", "H", "H", "H", "H", "H", "H", "H", "H", "H", "H", "H", "H", "H", "H", "H", "H", "C", "N", "C", "C", "N", "N", "C", "N", "N", "H", "H", "H", "H", "H", "H", "H", "H", "H", "H", "H"], "coordinates": [[-0.53, -0.65, -0.48], [-2.60, -4.97, 5.69], [-1.88, -3.92, 4.57], [-0.84, -3.06, 4.97], [-0.27, -2.22, 4.07], [-0.71, -2.18, 2.69], [-0.17, -1.39, 1.89], [-1.78, -3.09, 2.31], [-2.29, -3.16, 0.94], [-1.93, -2.50, -0.01], [-2.34, -3.93, 3.24], [-0.51, -3.09, 6.00], [0.53, -1.55, 4.35], [-3.08, -3.92, 0.79], [-3.13, -4.62, 2.97], [0.61, 1.74, 2.75], [-0.29, 1.86, 0.83], [-1.66, 3.45, 1.20], [1.21, 2.92, -0.30], [2.54, 2.94, 0.39], [2.77, 3.91, 1.36], [3.96, 3.96, 2.07], [4.95, 3.03, 1.80], [4.75, 2.08, 0.82], [3.55, 2.02, 0.09], [3.42, 0.98, -0.98], [2.29, -0.74, -0.38], [3.32, -1.22, 1.41], [3.18, -2.17, -1.70], [0.94, 2.73, 3.07], [1.47, 1.08, 2.71], [-0.12, 1.35, 3.45], [-1.11, 4.27, 1.66], [-2.46, 3.14, 1.86], [-2.09, 3.80, 0.26], [0.84, 3.94, -0.44], [1.26, 2.46, -1.29], [2.00, 4.65, 1.56], [4.11, 4.73, 2.82], [5.89, 3.06, 2.33], [5.54, 1.38, 0.58], [4.41, 0.61, -1.25], [2.98, 1.38, -1.89], [4.36, -1.41, 1.19], [2.88, -2.09, 1.89], [3.26, -0.37, 2.09], [4.26, -2.18, -1.53], [3.00, -1.88, -2.73], [2.79, -3.17, -1.52], [-4.45, 0.19, -4.57], [-3.95, 0.44, -3.22], [-4.58, 1.48, -2.43], [-2.79, -0.11, -2.78], [-2.18, 0.25, -1.69], [-2.30, -1.13, -3.58], [-1.10, -1.81, -3.48], [-0.94, -2.75, -4.44], [-0.24, -1.56, -2.55], [-5.28, 0.87, -4.76], [-4.84, -0.83, -4.68], [-3.69, 0.39, -5.33], [-5.59, 1.64, -2.80], [-4.03, 2.43, -2.49], [-4.67, 1.18, -1.39], [-2.63, 1.05, -1.27], [-2.90, -1.42, -4.33], [-1.60, -2.88, -5.19], [-0.07, -3.24, -4.51], [0.58, -2.15, -2.66]], "mulliken_charge": [0.187, -0.099, 0.251, -0.639, -0.409, 0.005, 0.097, 0.806, -0.493, -0.415, -0.788, 0.471, 0.489, 0.400, 0.457, -1.108, 0.797, -1.299, -1.459, 0.684, -0.515, -0.666, -0.736, -0.697, 0.699, -1.567, 0.865, -1.305, -1.455, 0.500, 0.093, 0.444, 0.415, 0.388, 0.380, 0.646, 0.363, 0.455, 0.433, 0.434, 0.406, 0.647, 0.596, 0.480, 0.420, 0.312, 0.436, 0.417, 0.418, -1.058, 0.115, -1.106, 0.470, -0.099, -0.041, 0.484, -0.405, -0.172, 0.327, 0.341, 0.409, 0.335, 0.372, 0.399, -0.157, 0.142, 0.170, 0.206, 0.026]}


(2)
{"formula": "C23H35N4O3", "method": "wB97M-V/def2-TZVPD", "fmax_ev_per_a": 1.05, "charge": 1, "de_lowest_kj_mol": 19.0, "homo_energy_ev": -11.7, "homo_lumo_gap_ev": 9.8, "lumo_energy_ev": -1.913, "energy_ha": -1342.00157, "species": ["C", "C", "C", "C", "O", "C", "C", "C", "C", "C", "C", "N", "C", "C", "N", "C", "C", "C", "N", "C", "O", "C", "C", "C", "C", "N", "C", "O", "C", "C", "H", "H", "H", "H", "H", "H", "H", "H", "H", "H", "H", "H", "H", "H", "H", "H", "H", "H", "H", "H", "H", "H", "H", "H", "H", "H", "H", "H", "H", "H", "H", "H", "H", "H", "H"], "coordinates": [[8.14, 0.42, 1.86], [7.62, 1.25, 0.69], [6.10, 1.21, 0.55], [5.60, -0.18, 0.14], [4.19, -0.08, -0.06], [3.49, -1.19, -0.38], [4.01, -2.47, -0.58], [3.16, -3.51, -0.90], [1.79, -3.32, -1.02], [1.26, -2.06, -0.82], [2.10, -1.01, -0.51], [1.60, 0.35, -0.30], [0.68, 0.45, 0.86], [0.29, 1.91, 1.07], [-0.34, 2.37, -0.13], [-1.34, 3.42, 0.00], [-2.71, 2.77, 0.23], [-3.10, 1.88, -0.96], [-3.68, 0.63, -0.56], [-3.01, -0.53, -0.40], [-1.82, -0.71, -0.60], [-4.04, -1.56, 0.04], [-3.95, -2.09, 1.47], [-5.43, -2.39, 1.78], [-6.22, -1.33, 1.00], [-5.27, -0.81, 0.04], [-5.05, 0.51, -0.18], [-5.81, 1.44, -0.10], [0.58, 2.38, -1.23], [0.96, 0.92, -1.51], [7.65, 0.71, 2.79], [9.21, 0.58, 1.98], [7.98, -0.64, 1.70], [8.09, 0.92, -0.23], [7.91, 2.29, 0.85], [5.63, 1.49, 1.49], [5.79, 1.92, -0.22], [6.09, -0.50, -0.78], [5.80, -0.91, 0.93], [5.07, -2.64, -0.49], [3.58, -4.49, -1.06], [1.15, -4.14, -1.26], [0.19, -1.89, -0.91], [2.45, 0.91, -0.09], [1.18, 0.03, 1.74], [-0.21, -0.14, 0.62], [-0.41, 1.97, 1.90], [1.18, 2.51, 1.34], [-1.10, 4.10, 0.82], [-1.37, 4.00, -0.93], [-2.65, 2.14, 1.13], [-3.46, 3.53, 0.41], [-3.83, 2.40, -1.60], [-2.21, 1.64, -1.55], [-4.07, -2.39, -0.68], [-3.32, -2.96, 1.56], [-3.58, -1.31, 2.14], [-5.64, -2.36, 2.85], [-5.68, -3.39, 1.42], [-7.08, -1.76, 0.49], [-6.58, -0.51, 1.64], [0.10, 2.79, -2.12], [1.49, 2.97, -1.02], [1.65, 0.83, -2.35], [0.06, 0.34, -1.70]], "mulliken_charge": [-1.157, -0.595, -0.642, -0.743, -0.320, 0.907, -0.549, -0.820, -1.122, -0.183, -0.445, 0.683, -0.325, -0.991, 0.540, -1.192, -0.528, -0.883, 0.200, -0.123, -0.621, 0.205, -0.680, -0.559, -0.692, 0.091, 0.378, -0.613, -0.914, -0.468, 0.294, 0.368, 0.310, 0.320, 0.343, 0.293, 0.363, 0.448, 0.540, 0.462, 0.414, 0.449, 0.485, 0.504, 0.352, 0.123, 0.504, 0.334, 0.370, 0.457, 0.298, 0.501, 0.381, 0.387, 0.290, 0.386, 0.334, 0.358, 0.293, 0.328, 0.343, 0.520, 0.316, 0.381, 0.313]}


(3)
{"formula": "C23H35NO5S", "method": "wB97M-V/def2-TZVPD", "fmax_ev_per_a": 1.16, "homo_energy_ev": -9.5, "homo_lumo_gap_ev": 8.6, "lumo_energy_ev": -0.912, "energy_ha": -1726.44653, "species": ["O", "C", "C", "C", "N", "C", "S", "C", "O", "C", "C", "C", "C", "C", "C", "H", "H", "H", "H", "H", "C", "C", "O", "C", "C", "H", "H", "H", "H", "H", "H", "H", "H", "H", "H", "C", "C", "O", "C", "C", "H", "H", "H", "H", "H", "H", "H", "H", "H", "H", "C", "C", "O", "C", "C", "H", "H", "H", "H", "H", "H", "H", "H", "H", "H"], "coordinates": [[-2.85, -1.60, 0.37], [-3.82, -2.31, 0.42], [-4.51, -2.64, 1.69], [-5.06, -3.85, 1.82], [-5.75, -4.24, 3.02], [-6.74, -3.61, 3.30], [-8.02, -2.83, 3.70], [-4.94, -4.84, 0.72], [-4.80, -6.01, 0.91], [-4.98, -4.22, -0.63], [-5.54, -4.87, -1.72], [-5.57, -4.21, -2.95], [-5.03, -2.94, -3.09], [-4.43, -2.30, -2.01], [-4.42, -2.96, -0.78], [-4.57, -1.90, 2.47], [-5.95, -5.86, -1.60], [-6.04, -4.70, -3.79], [-5.08, -2.45, -4.05], [-3.99, -1.32, -2.09], [-3.23, 2.92, -1.96], [-2.30, 1.75, -1.66], [-2.23, 0.80, -2.71], [-1.74, 1.27, -3.95], [-0.33, 1.82, -3.88], [-4.22, 2.56, -2.24], [-3.33, 3.55, -1.07], [-2.86, 3.54, -2.77], [-2.67, 1.20, -0.80], [-1.30, 2.11, -1.41], [-2.43, 2.02, -4.37], [-1.77, 0.41, -4.62], [-0.27, 2.73, -3.28], [0.04, 2.06, -4.88], [0.34, 1.09, -3.43], [4.17, 3.66, -0.54], [2.73, 3.37, -0.90], [2.56, 2.27, -1.77], [3.02, 1.02, -1.28], [2.32, 0.57, -0.01], [4.78, 3.76, -1.44], [4.24, 4.59, 0.03], [4.61, 2.87, 0.07], [2.31, 4.22, -1.44], [2.12, 3.24, 0.01], [4.11, 1.05, -1.13], [2.83, 0.30, -2.07], [2.56, 1.22, 0.83], [2.64, -0.44, 0.26], [1.24, 0.57, -0.14], [4.04, 0.12, 4.74], [4.56, -0.10, 3.33], [5.17, 1.04, 2.75], [6.32, 1.54, 3.43], [7.46, 0.54, 3.50], [3.39, 1.00, 4.77], [3.48, -0.75, 5.07], [4.85, 0.29, 5.45], [3.72, -0.33, 2.67], [5.24, -0.96, 3.29], [6.05, 1.89, 4.43], [6.63, 2.41, 2.86], [7.22, -0.31, 4.13], [8.35, 1.02, 3.93], [7.71, 0.17, 2.51]], "mulliken_charge": [-0.513, -0.059, -0.576, 0.530, -0.462, 0.486, -0.369, 0.238, -0.514, 0.688, -0.867, -0.367, -0.701, -0.552, 0.509, 0.456, 0.481, 0.387, 0.446, 0.735, -1.221, 0.077, -0.297, -0.465, -0.920, 0.290, 0.419, 0.275, 0.313, 0.028, 0.324, 0.323, 0.204, 0.471, 0.203, -0.956, -0.298, -0.407, -0.500, -0.774, 0.289, 0.414, 0.066, 0.370, 0.307, 0.327, 0.393, 0.190, 0.395, 0.184, -1.149, -0.141, -0.349, -0.335, -1.090, 0.297, 0.402, 0.271, 0.188, 0.312, 0.309, 0.322, 0.262, 0.401, 0.299]}


(4)
{"formula": "C23H35Si", "method": "wB97M-V/def2-TZVPD", "fmax_ev_per_a": 0.97, "charge": 1, "homo_energy_ev": -11.7, "homo_lumo_gap_ev": 6.0, "lumo_energy_ev": -5.682, "energy_ha": -1186.62915, "species": ["C", "C", "C", "Si", "C", "C", "C", "C", "C", "C", "H", "H", "H", "H", "H", "H", "H", "H", "H", "H", "H", "H", "H", "H", "H", "H", "H", "H", "H", "H", "H", "H", "C", "C", "C", "C", "C", "C", "C", "C", "C", "C", "C", "C", "C", "C", "H", "H", "H", "H", "H", "H", "H", "H", "H", "H", "H", "H", "H"], "coordinates": [[-0.31, -4.30, 0.39], [-1.28, -3.14, 0.57], [-1.79, -2.63, -0.76], [-0.54, -1.74, 1.64], [-1.59, -1.32, 3.20], [-2.70, -2.33, 3.43], [-2.11, 0.10, 3.17], [1.33, -1.94, 2.01], [1.63, -1.96, 3.49], [2.17, -0.90, 1.28], [-0.63, -0.55, 0.81], [-0.78, -5.13, -0.14], [0.56, -3.99, -0.20], [0.05, -4.68, 1.34], [-2.13, -3.48, 1.18], [-2.27, -3.43, -1.34], [-2.53, -1.82, -0.63], [-0.98, -2.23, -1.37], [-0.85, -1.42, 4.01], [-3.23, -2.13, 4.37], [-3.44, -2.27, 2.63], [-2.32, -3.35, 3.47], [-2.65, 0.34, 4.08], [-1.30, 0.83, 3.05], [-2.80, 0.24, 2.33], [1.54, -2.93, 1.58], [2.69, -2.18, 3.68], [1.41, -1.00, 3.95], [1.04, -2.72, 4.01], [3.23, -1.07, 1.44], [1.99, -0.91, 0.20], [1.94, 0.11, 1.64], [0.79, 0.31, -6.50], [0.55, 0.82, -5.13], [-0.58, 0.45, -4.41], [-0.81, 0.93, -3.15], [0.09, 1.82, -2.52], [-0.24, 2.27, -1.22], [0.39, 3.17, -0.32], [-0.19, 3.30, 0.96], [0.36, 4.13, 1.91], [1.50, 4.86, 1.62], [2.08, 4.77, 0.37], [1.53, 3.95, -0.59], [1.24, 2.16, -3.25], [1.46, 1.69, -4.52], [1.69, 0.74, -6.94], [0.91, -0.77, -6.49], [-0.05, 0.55, -7.15], [-1.28, -0.23, -4.86], [-1.69, 0.62, -2.61], [-1.15, 1.84, -0.83], [-1.08, 2.74, 1.19], [-0.10, 4.21, 2.88], [1.94, 5.51, 2.36], [2.95, 5.35, 0.13], [1.97, 3.96, -1.56], [2.00, 2.78, -2.82], [2.35, 1.98, -5.05]], "mulliken_charge": [-1.803, 0.970, -1.698, -0.386, 0.915, -1.815, -1.533, 0.942, -1.795, -1.619, -0.296, 0.461, 0.360, 0.410, 0.401, 0.467, 0.324, 0.349, 0.392, 0.454, 0.367, 0.415, 0.477, 0.232, 0.315, 0.405, 0.459, 0.356, 0.405, 0.451, 0.333, 0.317, -1.413, 1.120, -0.755, -0.543, 1.040, -0.292, 1.041, -0.291, -0.746, -0.344, -0.936, -0.219, -0.449, -1.063, 0.375, 0.337, 0.360, 0.451, 0.403, 0.234, 0.384, 0.441, 0.420, 0.432, 0.352, 0.268, 0.361]}